i | The following is a quantum chemistry calculation of a structure of composition C2H8N2O2, from the OMol25 dataset.

Structure (XYZ):
```
14
Properties=species:S:1:pos:R:3
C -1.6991 0.1716 -0.4328
C -0.2545 0.4673 -0.0722
N 0.3827 1.3352 -0.9651
O 0.0350 0.6236 1.1782
H 0.2987 1.1094 -1.9456
H 1.3256 1.5860 -0.7013
H -1.7598 -0.2695 -1.4275
H -2.2720 1.0995 -0.4299
H -2.1317 -0.5119 0.2951
N 1.7752 -1.1293 1.2695
O 1.4121 -1.4864 0.0324
H 0.4316 -0.9052 -0.2374
H 1.4892 -1.8846 1.9135
H 0.9671 -0.2056 1.5229
```

HOMO energy (spin up / spin down) = -8.6 / -8.6 eV
HOMO-LUMO gap (spin up / spin down) = 0.305 / 0.305 hartree
Net charge = 0

=====

ii | The following is a quantum chemistry calculation of a cluster of 2 separate species, C2H8N2O2 in total, from the OMol25 dataset.

Structure (XYZ):
```
14
Properties=species:S:1:pos:R:3
C 0.1125 -2.4302 -1.7422
N -0.1055 -0.9470 -1.6278
C -0.1255 -0.2318 -0.4685
N -0.1743 1.1364 -0.5978
O -0.0484 -0.7562 0.6377
H 0.8600 -2.5949 -0.8894
H 0.6659 -2.6952 -2.6246
H -0.8499 -2.8462 -1.5255
H 0.0764 -0.4833 -2.5046
H -0.9031 1.5041 -1.1934
H -0.3731 1.4644 0.3394
O 0.3187 2.5707 3.0721
H -0.3605 2.3310 3.7107
H 1.0241 2.9348 3.6170
```

Structure (SMILES) = CNC(N)=O.O
HOMO energy = -9.5 eV
HOMO-LUMO gap = 0.383 hartree
Net charge = 0

=====

iii | The following is a quantum chemistry calculation of a cluster of 2 separate species, C2H8N2O2 in total, from the OMol25 dataset.

Structure (XYZ):
```
14
Properties=species:S:1:pos:R:3
N 0.6704 -1.0616 1.0868
C -0.6755 -0.7197 0.6397
N -0.6580 0.5717 -0.0310
C -0.4148 1.7024 0.6700
O -0.6797 1.8796 1.8464
H 0.7463 -1.8407 1.7151
H 1.0949 -0.2312 1.4633
H -1.4104 -0.6733 1.4392
H -1.0193 -1.4201 -0.1202
H -0.1815 0.4947 -0.9229
H -0.0059 2.5610 0.1185
O 0.6079 -0.1147 -2.5790
H 1.4666 -0.2677 -2.1683
H 0.4590 -0.8803 -3.1576
```

Structure (SMILES) = NCNC=O.O
HOMO energy = -9.6 eV
HOMO-LUMO gap = 0.372 hartree
Net charge = 0

=====

Stability order, top to bottom: ii, iii, i

=====

i | The following is a quantum chemistry calculation of a cluster of 2 separate species, C2H8N2O2 in total, from the OMol25 dataset.

Structure (XYZ):
```
14
Properties=species:S:1:pos:R:3
N -0.9965 -0.9499 -1.3579
C 0.3213 -1.2689 -0.8456
C 0.4865 -0.6850 0.5766
N -0.4518 -1.1700 1.4315
O 1.1799 0.2845 0.7863
H -1.0740 -1.1914 -2.3335
H -1.1978 0.0371 -1.2630
H 1.1342 -0.8207 -1.4177
H 0.4808 -2.3476 -0.8189
H -1.1544 -1.7697 1.0371
H -0.6903 -0.6650 2.2673
O -0.3954 3.1592 -0.3063
H -0.0008 2.4846 0.2565
H 0.2679 3.3790 -0.9651
```

Structure (SMILES) = NCC(N)=O.O
HOMO energy = -9.8 eV
HOMO-LUMO gap = 0.393 hartree
Net charge = 0

=====

ii | The following is a quantum chemistry calculation of an isolated molecule of C2H8N2O2, from the OMol25 dataset.

Structure (XYZ):
```
14
Properties=species:S:1:pos:R:3
O 0.8201 2.0368 -1.0711
N 0.2239 1.9603 0.2471
C 0.1884 0.4343 0.6650
C -0.6335 -0.3009 -0.3492
N -0.7041 -1.7770 0.2698
O 0.5650 -2.4049 -0.0413
H 1.6285 2.5519 -0.9026
H -0.7284 2.2951 0.0804
H -0.2611 0.4124 1.6606
H 1.2264 0.0967 0.7036
H -0.1635 -0.3529 -1.3345
H -1.6568 0.0779 -0.4052
H -1.3472 -2.2782 -0.3492
H 0.8423 -2.7514 0.8264
```

Structure (SMILES) = ONCCNO
HOMO energy = -9.3 eV
HOMO-LUMO gap = 0.382 hartree
Net charge = 0

=====

Stability order, top to bottom: i, ii

=====

i | The following is a quantum chemistry calculation of a cluster of 2 separate species, C2H8N2O2 in total, from the OMol25 dataset.

Structure (XYZ):
```
14
Properties=species:S:1:pos:R:3
N 0.1765 -0.1338 -1.2615
C 0.9452 -0.7398 -0.1979
C 0.3490 -0.4332 1.1998
N 0.8948 -1.1931 2.2155
O -0.4627 0.4361 1.4048
H -0.3666 -0.8740 -1.6662
H -0.2796 0.6714 -0.9058
H 2.0228 -0.5575 -0.1355
H 0.9387 -1.8412 -0.1970
H 1.2809 -2.1089 2.0553
H 0.4899 -1.0679 3.1223
O -1.9169 2.2381 -1.9889
H -2.6738 2.8147 -2.2130
H -1.3983 2.7890 -1.4320
```

Structure (SMILES) = NCC(N)=O.O
HOMO energy = -9.1 eV
HOMO-LUMO gap = 0.366 hartree
Net charge = 0

=====

ii | The following is a quantum chemistry calculation of a cluster of 2 separate species, C2H8N2O2 in total, from the OMol25 dataset.

Structure (XYZ):
```
14
Properties=species:S:1:pos:R:3
O -3.4867 -0.3308 0.1938
C -2.5357 -0.0288 -0.4708
O -2.4117 1.1430 -1.1023
H -1.7740 -0.7394 -0.7635
H -3.0819 1.7724 -0.7969
N 1.3773 -1.3917 0.4045
C 1.3055 -0.0319 -0.1062
N 1.8018 0.8201 0.9592
H 1.3469 -1.9697 -0.4455
H 2.3863 -1.5276 0.5655
H 1.9555 0.0885 -0.9737
H 0.2591 0.0907 -0.3601
H 1.5239 0.3860 1.8403
H 1.3337 1.7192 1.0558
```

Structure (SMILES) = O=CO.NCN
HOMO energy = -9.6 eV
HOMO-LUMO gap = 0.379 hartree
Net charge = 0

=====

Stability order, top to bottom: i, ii

=====

i | The following is a quantum chemistry calculation of the ion C5H11N2 with charge +1, from the OMol25 dataset.

Structure (XYZ):
```
18
Properties=species:S:1:pos:R:3
C -2.0259 0.3280 -2.1760
C -1.1620 0.0074 -1.0158
C -0.5273 0.9138 -0.2867
C 0.2823 0.5117 0.8821
N 1.7573 0.6348 0.7567
C 0.9506 -0.7930 0.8356
N 1.1405 -1.5957 1.8910
H -1.9441 1.3728 -2.4586
H -3.0642 0.1114 -1.9273
H -1.7645 -0.3028 -3.0236
H -1.1148 -1.0401 -0.7455
H -0.5965 1.9706 -0.4952
H -0.0916 0.8646 1.8408
H 2.1203 0.9491 -0.1389
H 2.2825 0.9809 1.5534
H 1.0745 -1.2511 -0.1386
H 0.9023 -1.2916 2.8217
H 1.7807 -2.3710 1.8247
```

Structure (SMILES) = C/C=C/[C@@H]1[NH2+][C@H]1N
HOMO energy = -13.8 eV
HOMO-LUMO gap = 0.398 hartree
Net charge = +1

=====

ii | The following is a quantum chemistry calculation of a cluster of 2 separate species, C5H11N2 in total, from the OMol25 dataset.

Structure (XYZ):
```
18
Properties=species:S:1:pos:R:3
C -0.5453 0.6059 0.1440
C -0.4308 2.9830 2.0686
C 0.6063 -1.0659 -1.4465
C 0.1917 2.6123 1.0145
C -0.2012 -0.7699 -0.2124
N -0.5479 -1.8033 0.5024
N 0.8113 -2.5006 -1.5610
H -1.3558 0.6583 0.8564
H -0.6762 1.2349 -0.7259
H -0.2232 3.9676 2.4846
H -1.1611 2.4129 2.6186
H 0.0633 -0.6730 -2.3110
H 1.5415 -0.4935 -1.3798
H 0.9177 2.8956 0.2916
H -1.0838 -1.7412 1.3556
H -0.2956 -2.7059 0.0896
H 1.7473 -2.7761 -1.2914
H 0.6417 -2.8411 -2.4980
```

HOMO energy (spin up / spin down) = -13.3 / -13.3 eV
HOMO-LUMO gap (spin up / spin down) = 0.308 / 0.308 hartree
Net charge = +1

=====

Stability order, top to bottom: i, ii

=====

i | The following is a quantum chemistry calculation of a cluster of 2 separate species, C5H11N2 in total, from the OMol25 dataset.

Structure (XYZ):
```
18
Properties=species:S:1:pos:R:3
C 3.4029 -0.4122 -0.8674
C -2.0943 0.0860 -1.0146
C -2.0697 1.3026 -0.1613
C 2.0328 -0.3190 -0.2333
C -1.3257 -0.6248 1.2041
N 2.9639 0.1431 0.4797
N -1.1727 0.1930 0.0173
H 3.9132 -1.4548 -0.8908
H 3.8211 0.2756 -1.5212
H -3.0649 -0.5606 -0.7814
H -1.8931 0.1801 -2.0492
H -1.5051 2.2450 -0.5224
H -2.9177 1.6217 0.5249
H 1.0421 -0.5854 -0.1431
H -1.3343 0.1346 1.9763
H -2.2542 -1.1655 1.3480
H -0.6277 -1.3845 1.1690
H 3.0834 0.3250 1.4655
```

HOMO energy = -12.6 eV
HOMO-LUMO gap = 0.267 hartree
Net charge = +1

=====

ii | The following is a quantum chemistry calculation of the ion C5H11N2 with charge +1, from the OMol25 dataset.

Structure (XYZ):
```
18
Properties=species:S:1:pos:R:3
H -2.3213 -1.6687 0.3099
N -1.2416 -1.5476 0.2613
N -0.9102 -0.2732 0.1510
C -1.8907 0.7770 -0.0210
C 0.4952 -0.0495 0.1187
C 0.7763 1.3516 -0.2677
C 1.4530 -1.0490 0.8288
C 1.4088 -1.1081 -0.5978
H -1.7983 1.2610 -1.1233
H -1.6078 1.6271 0.7579
H -2.8436 0.2969 0.1033
H 0.6691 1.8669 0.6511
H 0.0227 1.7009 -1.0712
H 1.7422 1.4953 -0.6318
H 0.9137 -1.8186 1.4266
H 2.2522 -0.5900 1.4463
H 2.1430 -0.5537 -1.1640
H 0.7375 -1.7181 -1.1781
```

Structure (SMILES) = [H]/N=[N+](\C)C1(C)CC1
HOMO energy = -14.4 eV
HOMO-LUMO gap = 0.314 hartree
Net charge = +1

=====

Stability order, top to bottom: ii, i

=====

i | The following is a quantum chemistry calculation of the ion C5H11N2 with charge +1, from the OMol25 dataset.

Structure (XYZ):
```
18
Properties=species:S:1:pos:R:3
C -1.2487 -1.0114 -0.7461
N -1.5982 0.0106 0.0214
C -2.9021 0.6005 0.1008
C -0.5215 0.4567 0.7960
C 0.6568 0.1901 0.1762
N 1.8825 0.3139 0.7182
C 3.0216 -0.0245 -0.1771
H -1.8340 -1.3119 -1.5066
H -0.3896 -1.6141 -0.6104
H -3.0839 1.0136 -0.9208
H -2.9219 1.3311 0.8946
H -3.6783 -0.1279 0.1090
H -0.5137 0.9394 1.7577
H 0.8092 0.0554 -0.9072
H 2.1843 0.3035 1.6303
H 3.2854 -1.0531 -0.1404
H 2.7413 0.0278 -1.2120
H 3.7789 0.7042 0.0926
```

Structure (SMILES) = C=[N+](C)/C=C/NC
HOMO energy (spin up / spin down) = -12.6 / -12.6 eV
HOMO-LUMO gap (spin up / spin down) = 0.295 / 0.295 hartree
Net charge = +1

=====

ii | The following is a quantum chemistry calculation of a cluster of 2 separate species, C5H11N2 in total, from the OMol25 dataset.

Structure (XYZ):
```
18
Properties=species:S:1:pos:R:3
C -0.6060 -2.1695 -0.3894
C -0.9995 -1.1351 0.0632
C 2.2399 -0.3335 0.7508
C -2.5681 0.5548 -0.0626
C 0.9087 0.9895 -0.7614
N 1.5513 -0.0760 -0.4911
N -1.3152 0.1062 0.4891
H -0.1269 -3.1077 -0.6500
H 1.4569 -0.7548 1.4067
H 3.0404 -1.1340 0.5790
H 2.7298 0.6042 0.8959
H -2.4465 0.4078 -1.1277
H -3.4942 -0.0317 0.3900
H -2.6012 1.6318 0.2703
H 1.0194 1.9426 -0.1959
H 0.5065 0.9594 -1.8880
H 1.1575 -0.8727 -0.9973
H -1.3443 0.1362 1.5111
```

HOMO energy = -13.4 eV
HOMO-LUMO gap = 0.329 hartree
Net charge = +1

=====

iii | The following is a quantum chemistry calculation of a cluster of 2 separate species, C5H11N2 in total, from the OMol25 dataset.

Structure (XYZ):
```
18
Properties=species:S:1:pos:R:3
C 1.8747 -0.2214 -0.2713
C -1.2038 -1.1686 -0.8238
C -1.6256 -1.2329 0.6698
C -0.5189 -0.2793 0.0986
C -1.3172 2.2992 -0.2609
N 3.1211 -0.1726 0.1789
N 0.7993 -0.2076 0.4632
H 1.6850 -0.1019 -1.3885
H -0.9091 -2.1572 -1.2955
H -1.9651 -0.7279 -1.4114
H -2.6414 -0.9892 1.0335
H -1.4038 -2.0061 1.4163
H -2.2941 2.2241 -0.8504
H -0.4839 2.7344 -0.7254
H -1.3072 2.2258 0.7545
H 3.8924 0.3750 -0.2801
H 3.2886 -0.5191 1.1435
H 1.0089 -0.0747 1.5488
```

HOMO energy (spin up / spin down) = -12.2 / -12.1 eV
HOMO-LUMO gap (spin up / spin down) = 0.276 / 0.301 hartree
Net charge = +1

=====

Stability order, top to bottom: i, ii, iii